Density functional theory data (ωB97M-V/def2-TZVPD) for C27H26BrCrNO6PS as an isolated structure in a non-equilibrium geometry.

```
64
Properties=species:S:1:pos:R:3:forces:R:3
Cr 0.4899 -0.1649 -0.7117 1.547 0.160 0.430
O -5.0695 -1.5175 0.9788 -0.190 -0.026 0.176
C -3.8360 -1.1834 0.5657 0.596 0.037 -0.305
C -3.5436 -0.9298 -0.7805 0.116 0.139 0.238
C -2.2480 -0.5984 -1.1181 0.093 0.111 -0.215
N -1.2960 -0.4618 -0.1946 -1.861 -0.276 0.614
C -1.5522 -0.7334 1.0894 -0.363 -0.135 0.066
C -2.8031 -1.1297 1.5106 -0.069 -0.066 -0.301
C -0.3167 -0.5377 1.9497 -1.018 -0.494 1.135
O -0.3386 -0.6761 3.1574 -0.093 -0.025 -0.489
O 0.7008 -0.1954 1.2464 1.212 0.398 -1.496
C -1.6618 -0.5133 -2.5225 -1.070 -0.260 -0.146
O -2.3589 -0.7158 -3.4999 -0.044 0.106 0.131
O -0.3962 -0.3235 -2.5083 1.140 0.333 0.292
H -5.7008 -1.4663 0.2503 0.118 -0.006 0.031
H -4.2941 -0.9784 -1.5565 -0.018 -0.106 -0.098
H -2.9844 -1.3524 2.5483 0.005 0.073 0.151
Br 3.0363 -0.0818 -1.0379 0.115 0.594 -0.093
C 3.1649 1.8359 -1.3178 0.405 -0.181 0.040
C 4.3802 2.4267 -1.5230 -0.386 -0.626 0.139
C 4.4135 3.8036 -1.7868 -0.187 0.306 -0.088
C 3.2498 4.5160 -1.8761 0.276 -0.052 0.068
C 1.9966 3.8996 -1.6830 -0.061 -0.429 0.053
C 0.7863 4.5915 -1.8780 -0.213 -0.037 0.073
C -0.4030 3.9272 -1.7460 0.036 0.304 -0.003
C -0.4412 2.5809 -1.3500 0.376 -0.143 -0.143
C 0.7011 1.8443 -1.1146 -0.696 -0.124 -0.591
C 1.9329 2.5109 -1.3498 0.002 0.096 0.060
H 5.2865 1.8439 -1.4965 0.115 -0.048 0.005
H 5.3638 4.2843 -1.9516 0.128 0.078 0.003
H 3.2737 5.5705 -2.1056 0.017 0.134 -0.058
H 0.8176 5.6366 -2.1585 -0.019 0.023 -0.031
H -1.3305 4.4418 -1.9503 -0.109 0.102 0.001
H -1.4150 2.1160 -1.2536 -0.032 -0.049 -0.044
C -2.0294 4.1390 1.3937 0.467 -0.770 -0.088
S -1.4281 2.3944 1.5439 0.553 1.817 0.848
C -0.3506 2.7064 3.0004 -0.274 -0.184 -0.574
O -2.5994 1.6519 2.0278 -1.020 -0.579 0.430
H -2.3829 4.4765 2.3608 0.002 -0.035 0.191
H -2.8546 4.1294 0.6891 -0.019 -0.067 -0.148
H -1.2166 4.7529 1.0229 0.093 0.184 -0.057
H 0.4441 3.3793 2.6934 0.129 0.097 -0.027
H 0.0612 1.7487 3.3011 0.076 -0.115 -0.036
H -0.9292 3.1207 3.8191 -0.209 0.117 -0.008
C 1.7721 -3.1623 -2.1778 -0.125 0.006 0.140
P 0.4981 -2.6143 -0.9793 0.186 -0.845 -0.482
C -0.9456 -3.5284 -1.6625 0.054 0.233 0.107
C 0.8287 -3.4979 0.5723 0.015 0.310 0.025
C 2.1199 -3.5455 1.0905 -0.074 -0.065 -0.057
C 2.3434 -4.0442 2.3608 0.097 0.036 0.056
C 1.2833 -4.4678 3.1446 -0.040 0.007 -0.005
C -0.0048 -4.4030 2.6450 0.003 -0.054 0.145
C -0.2312 -3.9155 1.3723 -0.081 -0.051 -0.157
H 2.7804 -2.9378 -1.8379 0.029 0.022 0.033
H 1.5916 -2.6086 -3.1017 0.018 -0.038 0.013
H 1.6824 -4.2320 -2.3630 0.049 -0.018 -0.021
H -0.6453 -4.5625 -1.8457 -0.012 0.072 0.045
H -1.2718 -3.0754 -2.5985 0.055 0.012 -0.023
H -1.7884 -3.5261 -0.9733 -0.016 0.076 -0.030
H 2.9505 -3.1768 0.5066 0.128 0.009 -0.047
H 3.3462 -4.0793 2.7558 0.146 0.010 0.022
H 1.4568 -4.8223 4.1492 0.036 -0.065 0.065
H -0.8387 -4.7162 3.2546 -0.082 -0.017 0.053
H -1.2480 -3.8505 1.0133 -0.053 -0.016 -0.015
```
Forces are in eV/Å.

Values from the calculation:
- LUMO (spin up / spin down) (eV) = -0.731 / -0.361
- 2S+1 = 2
- gap between HOMO and LUMO (spin up / spin down) (Eh) = 0.266 / 0.283
- energy relative to the best compared isomer or geometry (same formula, charge and spin) (eV) = 0.595


Density functional theory data (ωB97M-V/def2-TZVPD) for C7H3DyNO4S as an isolated structure in a non-equilibrium geometry.

```
17
Properties=species:S:1:pos:R:3:forces:R:3
O 0.1395 -1.6561 -2.0765 1.498 4.908 3.701
C 0.4443 -0.7475 -1.4119 -2.966 -6.705 -4.708
Dy 1.4602 0.9575 -0.2038 0.924 0.725 2.398
O -3.0396 -0.3026 -3.7892 0.541 1.089 0.712
C -2.5302 0.5020 -3.1821 -0.431 -1.101 -0.632
C 2.6509 -0.0234 -2.2848 3.231 -2.935 -4.954
O 3.1146 -0.5985 -3.1791 -2.343 3.000 4.504
C 0.1938 2.6395 -1.5145 -3.215 4.192 -3.243
O -0.3867 3.4257 -2.1224 2.645 -3.550 2.749
S -1.8216 -1.0337 2.6265 2.829 0.363 -1.642
C -0.3082 -0.9831 3.5302 -0.108 1.259 -0.400
C 0.6733 -0.2915 2.8605 -0.222 -0.946 -0.862
N 0.3708 -0.0868 1.4930 -1.735 0.353 -0.121
C -0.9367 -0.4292 1.2205 -0.184 0.409 1.832
H -0.2378 -1.3459 4.5559 -0.204 0.171 -0.214
H 1.6495 0.0758 3.1900 -0.393 -0.616 0.300
H -1.4362 -0.1022 0.2877 0.132 -0.615 0.581
```
Forces are in eV/Å.

Values from the calculation:
- LUMO (spin up / spin down) (eV) = -14.852 / -14.751
- 2S+1 = 6
- net charge = +3
- gap between HOMO and LUMO (spin up / spin down) (Eh) = 0.220 / 0.224


Density functional theory data (ωB97M-V/def2-TZVPD) for C6H2Br4NiO9P2 as an isolated structure in a non-equilibrium geometry.

```
24
Properties=species:S:1:pos:R:3:forces:R:3
Ni -0.7773 -0.7735 0.5965 1.268 1.582 2.452
Br 2.7703 5.1617 0.7918 -0.037 0.022 0.002
C 2.3068 3.3220 0.7886 0.016 -0.182 -0.002
C 3.2902 2.3493 0.7794 -0.183 0.027 0.005
Br 5.1249 2.8321 0.7754 0.025 -0.039 -0.003
C 2.9159 0.9903 0.7692 0.144 0.004 0.017
Br 4.2087 -0.3987 0.7789 -0.029 -0.010 -0.004
C 1.5830 0.5947 0.7620 0.240 0.017 0.014
O 1.1736 -0.6317 0.7639 -0.868 -0.809 -0.270
C 0.5699 1.5969 0.7775 0.003 0.256 0.006
O -0.6520 1.1735 0.7981 -0.606 -0.931 -0.296
C 0.9512 2.9346 0.7895 0.008 0.126 0.034
Br -0.4502 4.2112 0.8300 -0.008 -0.029 -0.001
O -4.0822 -2.0573 -1.0441 -0.040 0.180 0.167
P -2.9906 -0.8705 -0.8151 -0.210 -0.048 -0.569
O -3.3172 0.3005 -1.6448 -0.041 0.018 0.028
O -2.7701 -0.7272 0.6869 0.897 -0.064 -0.514
O -1.6423 -1.6086 -1.3920 -0.818 -0.745 -0.080
P -1.1030 -3.0576 -0.7596 0.212 0.012 -0.673
O 0.3441 -3.0754 -1.4886 -0.029 -0.060 0.076
O -1.8993 -4.2017 -1.2395 -0.015 -0.079 0.141
O -0.8657 -2.7764 0.7089 0.077 0.843 -0.497
H -4.9202 -1.7286 -0.6999 -0.029 -0.094 -0.045
H 0.2313 -3.5596 -2.3134 0.022 0.004 0.013
```
Forces are in eV/Å.

Values from the calculation:
- LUMO (eV) = 4.220
- net charge = -2
- gap between HOMO and LUMO (Eh) = 0.217


Density functional theory data (ωB97M-V/def2-TZVPD) for C33H41PtSb4Se4 as an isolated structure in a non-equilibrium geometry.

```
83
Properties=species:S:1:pos:R:3:forces:R:3
Pt 0.0426 -0.8569 -1.2458 -0.198 -1.628 0.202
Se -1.0982 3.5937 -3.5827 -0.034 -0.324 0.233
Sb -1.8772 1.6891 -2.3090 -0.100 0.407 -0.025
Se -0.2977 1.2541 -0.2146 -0.592 1.236 -0.862
Se -1.0597 -0.4953 -3.4486 -0.084 0.463 1.151
Se -4.2070 1.5816 -1.6587 0.387 -0.059 -0.090
C 2.5657 0.6078 3.5324 -0.155 -0.121 0.085
C 2.8516 1.5668 2.3842 -0.062 0.207 0.030
C 3.0385 0.9029 1.0254 -0.069 0.083 -0.104
Sb 2.0524 -1.0298 0.7707 1.001 0.378 -0.963
C 3.9195 -2.0831 1.1436 -0.493 0.049 0.038
C 4.0042 -3.0202 2.1563 -0.253 -0.119 0.118
C 5.2237 -3.5731 2.5057 0.193 -0.161 0.118
C 6.3730 -3.1982 1.8311 0.071 -0.126 0.115
C 6.2905 -2.2877 0.7905 0.117 0.018 -0.053
C 5.0688 -1.7373 0.4497 0.000 0.270 -0.311
C 2.4718 -1.0997 -1.3756 -0.069 0.161 0.016
C 2.5156 0.0185 -2.2170 0.595 0.300 0.066
C 2.6352 -0.1353 -3.5921 0.130 0.019 0.068
C 2.7270 -1.4017 -4.1463 -0.068 0.082 -0.078
C 2.7079 -2.5181 -3.3261 0.127 -0.206 0.080
C 2.5596 -2.3656 -1.9571 0.376 -0.319 0.036
Sb 0.4456 0.0654 3.5629 -0.095 -0.200 0.582
C 0.2196 0.0466 5.7291 0.085 0.256 -0.459
C -1.0659 -0.0429 6.2388 -0.145 0.095 -0.132
C -1.2792 -0.3175 7.5772 -0.130 -0.077 0.174
C -0.2018 -0.5171 8.4238 -0.074 -0.001 0.115
C 1.0861 -0.4021 7.9308 0.092 -0.049 0.195
C 1.2887 -0.1168 6.5928 0.292 0.093 0.032
C 0.5662 -2.0869 3.8420 0.005 0.448 -0.187
C -0.5169 -2.8785 3.4902 -0.177 0.135 -0.097
C -0.5359 -4.2302 3.7956 -0.123 -0.088 0.051
C 0.5338 -4.8032 4.4621 -0.056 -0.175 -0.009
C 1.6143 -4.0173 4.8230 0.181 -0.067 0.093
C 1.6254 -2.6686 4.5167 0.088 0.043 0.084
H 2.7864 1.1042 4.4785 -0.075 -0.138 0.097
H 3.1925 -0.2827 3.4488 0.075 -0.050 0.156
H 3.7656 2.1278 2.6139 -0.088 0.028 0.001
H 2.0430 2.3036 2.3277 0.079 -0.001 -0.080
H 4.0962 0.6890 0.8520 -0.111 -0.082 -0.001
H 2.6958 1.5845 0.2426 -0.048 -0.280 -0.004
H 3.1076 -3.3185 2.6834 0.052 -0.042 0.011
H 5.2761 -4.2928 3.3115 0.014 -0.065 0.045
H 7.3290 -3.6190 2.1131 0.036 -0.022 -0.010
H 7.1810 -2.0029 0.2476 0.055 0.021 -0.049
H 5.0089 -1.0303 -0.3744 0.031 -0.056 0.065
H 2.4967 1.0232 -1.8007 -0.248 -0.205 -0.093
H 2.6272 0.7386 -4.2282 0.000 0.044 0.002
H 2.8058 -1.5159 -5.2191 0.002 -0.012 -0.034
H 2.8016 -3.5136 -3.7461 -0.042 0.038 -0.017
H 2.5527 -3.2464 -1.3139 -0.039 0.077 -0.118
H -1.9122 0.0950 5.5781 -0.117 -0.013 -0.018
H -2.2875 -0.3920 7.9606 -0.071 -0.004 0.014
H -0.3672 -0.7623 9.4633 -0.009 0.016 0.083
H 1.9324 -0.5516 8.5904 0.020 0.024 -0.009
H 2.3040 -0.0336 6.2273 0.068 -0.041 -0.019
H -1.3624 -2.4282 2.9816 -0.045 -0.034 -0.076
H -1.3863 -4.8383 3.5159 -0.056 -0.015 -0.027
H 0.5231 -5.8582 4.7033 -0.002 -0.025 0.005
H 2.4551 -4.4526 5.3453 0.057 -0.066 0.055
H 2.4683 -2.0587 4.8137 0.107 -0.027 0.058
C -2.3589 -3.9562 -3.5100 0.070 0.173 -0.065
C -1.4922 -4.6507 -2.4773 0.287 0.036 0.278
Sb -0.7293 -3.3062 -0.9474 -0.921 -0.167 -0.277
C -2.5958 -2.9921 0.1497 0.294 -0.018 -0.084
C -2.9125 -1.5040 0.2177 0.093 -0.083 -0.071
C 0.1785 -4.7546 0.3847 0.289 0.489 -0.241
C -0.6618 -5.9929 0.5649 -0.062 -0.139 -0.029
H -2.8091 -4.6827 -4.1867 -0.078 -0.079 -0.031
H -1.7734 -3.2589 -4.1087 -0.095 0.035 0.047
H -3.1580 -3.3902 -3.0325 -0.065 0.089 -0.085
H -0.6402 -5.1392 -2.9542 0.021 -0.063 0.073
H -2.0708 -5.4062 -1.9448 0.073 -0.094 0.074
H -2.4649 -3.4102 1.1527 -0.034 -0.171 -0.107
H -3.3938 -3.5352 -0.3666 0.145 -0.100 0.076
H -2.1176 -0.9644 0.7479 -0.222 0.044 -0.233
H -3.8539 -1.3030 0.7276 -0.114 -0.077 0.046
H -3.0003 -1.1008 -0.7969 0.039 0.182 0.302
H 0.3302 -4.2506 1.3394 0.030 0.141 -0.079
H 1.1622 -5.0104 -0.0059 0.137 0.031 -0.034
H -1.6889 -5.7355 0.8133 -0.179 -0.071 0.036
H -0.2621 -6.6046 1.3725 -0.007 -0.139 0.091
H -0.6645 -6.5923 -0.3430 -0.109 -0.111 -0.040
```
Forces are in eV/Å.

Values from the calculation:
- LUMO (eV) = 0.933
- net charge = -1
- gap between HOMO and LUMO (Eh) = 0.187
- energy relative to the best compared isomer or geometry (same formula, charge and spin) (eV) = 1.669